Here is C13H33MgN2O8S4 as an isolated structure from the OMol25 dataset. Energies are from the ωB97M-V functional and the def2-TZVPD basis.

The geometry in ORCA input format:
```
! wB97M-V def2-TZVPD RIJCOSX def2/J DEFGRID3
* xyz 2 2
Mg -1.376 -0.836 0.191
N 1.154 1.191 0.608
O 2.001 1.424 1.434
O 0.211 0.401 0.799
O 1.109 1.937 -0.316
C 4.709 -0.668 2.000
C 4.276 -2.055 2.265
N 3.971 -3.119 2.488
H 4.118 -0.288 1.166
H 5.762 -0.574 1.736
H 4.425 -0.117 2.897
C 0.982 0.662 -6.534
S 1.981 0.357 -4.986
O 3.328 1.092 -5.031
C 0.965 1.303 -3.795
H 1.511 0.210 -7.373
H 0.765 1.724 -6.646
H -0.043 0.326 -6.380
H 0.474 2.092 -4.365
H 1.536 1.733 -2.972
H 0.192 0.637 -3.414
C 0.824 -3.237 2.586
S -0.966 -2.902 2.924
O -1.247 -1.809 1.881
C -1.703 -4.430 2.178
H 1.469 -2.366 2.698
H 0.983 -3.637 1.585
H 1.179 -3.997 3.283
H -2.775 -4.406 1.986
H -1.614 -5.260 2.879
H -1.200 -4.715 1.254
C 2.124 -1.247 -1.608
S 1.024 -2.687 -1.308
O -0.177 -1.982 -0.664
C 0.664 -3.072 -3.108
H 2.817 -1.425 -2.431
H 2.507 -1.023 -0.612
H 1.416 -0.482 -1.926
H 0.206 -4.053 -3.238
H 1.594 -3.107 -3.676
H -0.131 -2.457 -3.528
C -4.773 -0.648 2.285
S -3.533 0.669 2.075
O -2.699 0.233 0.850
C -4.693 1.976 1.500
H -4.286 -1.509 2.743
H -5.135 -0.907 1.290
H -5.540 -0.168 2.892
H -5.360 2.256 2.315
H -5.273 1.767 0.601
H -3.939 2.754 1.374
C 0.440 4.293 2.676
C -0.899 4.236 2.039
O -1.887 3.699 2.638
C -0.956 4.732 0.575
H 0.420 3.665 3.566
H 0.755 5.286 2.999
H 1.174 3.857 1.998
H -0.087 4.447 -0.017
H -0.938 5.819 0.658
H -1.835 4.408 0.018
*
```

Computed properties:
E_HOMO (spin up / spin down) = -0.489 / -0.489 Ha

Here are the natural (NBO) charges for atoms 1 to 8, given in e: atom 1 (Mg): 1.839, atom 2 (N): 0.731, atom 3 (O): -0.463, atom 4 (O): -0.684, atom 5 (O): -0.529, atom 6 (C): -0.715, atom 7 (C): 0.303, atom 8 (N): -0.367

---

Here is C13H33NO14S2V as an isolated structure from the OMol25 dataset. Energies are from the ωB97M-V functional and the def2-TZVPD basis.

The geometry in ORCA input format:
```
! wB97M-V def2-TZVPD RIJCOSX def2/J DEFGRID3
* xyz -1 1
O -1.278 -0.846 -1.712
V -0.782 -1.750 -0.505
O 0.547 -1.247 0.250
C 0.784 -2.528 -3.719
C 0.636 -3.675 -2.657
C 1.997 -3.779 -1.984
O -0.417 -3.519 -1.774
H 1.040 -3.061 -4.638
H 1.450 -1.743 -3.364
H -0.156 -2.006 -3.913
H 0.378 -4.612 -3.166
H 2.254 -2.908 -1.366
H 2.884 -3.885 -2.619
H 2.061 -4.571 -1.227
C -3.218 -3.176 2.569
C -2.430 -3.026 1.273
O -1.232 -3.359 1.373
O -2.892 -2.582 0.188
H -2.685 -3.781 3.295
H -4.257 -3.449 2.384
H -3.266 -2.180 3.025
C 2.414 -2.736 2.297
O 2.459 -3.975 1.586
H 2.456 -1.959 1.529
H 1.449 -2.600 2.775
H 3.280 -2.619 2.955
H 3.193 -3.932 0.970
O 0.906 1.643 1.550
S -0.510 1.761 1.286
O -1.235 0.710 0.583
O -1.262 1.958 2.707
C -1.072 1.029 3.751
C -2.326 1.068 4.672
C -0.890 3.284 0.471
H -0.157 1.195 4.324
H -1.003 0.022 3.329
H -2.548 2.084 4.986
H -2.126 0.478 5.564
H -3.054 0.616 4.002
H -0.545 4.054 1.160
H -1.972 3.291 0.359
H -0.384 3.291 -0.491
O 0.898 1.030 -1.741
S 2.015 1.648 -2.355
O 2.524 1.294 -3.661
O 1.753 3.294 -2.326
C 2.449 4.109 -3.247
C 3.365 5.038 -2.413
C 3.320 1.517 -1.163
H 1.786 4.812 -3.764
H 2.918 3.499 -4.019
H 3.614 5.941 -2.976
H 4.307 4.527 -2.210
H 2.855 5.376 -1.514
H 4.267 1.906 -1.539
H 3.438 0.488 -0.838
H 3.068 2.192 -0.346
C -4.422 0.262 0.332
N -4.525 1.748 0.252
O -4.421 2.373 1.286
O -4.614 2.231 -0.851
H -3.519 -0.071 -0.168
H -5.307 -0.120 -0.165
H -4.257 -0.072 1.351
*
```

Computed properties:
E_HOMO = -0.178 Ha

Here are the natural (NBO) charges for atoms 1 to 8, given in e: atom 1 (O): -0.563, atom 2 (V): 1.556, atom 3 (O): -0.635, atom 4 (C): -0.652, atom 5 (C): 0.116, atom 6 (C): -0.645, atom 7 (O): -0.779, atom 8 (H): 0.188

---

Here is a 3-piece molecular cluster, C13H34BIN6O9PS2 overall from the OMol25 dataset. Energies are from the ωB97M-V functional and the def2-TZVPD basis.

The geometry in ORCA input format:
```
! wB97M-V def2-TZVPD RIJCOSX def2/J DEFGRID3
* xyz 1 1
C 0.491 -0.618 -0.192
C -0.415 0.305 -1.153
I 0.197 0.210 -3.240
C -0.566 1.827 -0.581
N -0.561 2.848 -1.620
C 0.361 3.666 -2.290
N 1.675 3.661 -2.103
B 2.542 2.817 -1.221
O 3.059 3.451 -0.010
N 2.940 1.429 -1.505
C 3.796 1.361 -2.748
C 3.721 0.802 -0.394
N -0.178 4.593 -3.266
C -1.574 4.244 -3.187
N -1.756 3.216 -2.216
P -3.388 2.643 -2.001
N -4.346 3.410 -3.013
O -3.493 0.970 -2.384
O -3.990 2.870 -0.413
H -0.239 -1.050 0.584
H 0.888 -1.531 -0.754
H 1.296 -0.039 0.353
H -1.461 -0.163 -1.115
H 0.229 1.956 0.237
H -1.554 1.810 0.006
H 2.184 4.361 -2.672
H 3.756 4.062 -0.349
H 4.883 1.582 -2.494
H 3.763 0.338 -3.241
H 3.450 2.138 -3.514
H 3.227 0.902 0.619
H 3.892 -0.291 -0.690
H 4.728 1.340 -0.347
H -2.332 4.750 -3.850
H -5.084 3.889 -2.468
H -4.437 0.707 -2.245
H -4.757 2.243 -0.376
O -5.361 -0.347 -0.120
S -4.974 -1.706 0.166
O -4.841 -2.688 -0.873
O -5.935 -2.290 1.321
C -7.351 -2.285 1.099
C -7.770 -3.341 0.092
C -3.470 -1.687 1.100
H -7.685 -1.290 0.791
H -7.822 -2.501 2.060
H -7.364 -3.127 -0.898
H -8.858 -3.382 0.004
H -7.398 -4.324 0.389
H -3.563 -0.971 1.915
H -2.668 -1.388 0.425
H -3.280 -2.690 1.479
O 4.285 -1.367 1.526
S 4.781 -1.380 2.880
O 6.062 -0.828 3.221
O 4.684 -2.883 3.459
C 5.353 -3.931 2.749
C 6.859 -3.864 2.926
C 3.567 -0.647 3.940
H 5.078 -3.910 1.690
H 4.987 -4.875 3.158
H 7.270 -2.959 2.477
H 7.343 -4.720 2.453
H 7.121 -3.846 3.986
H 2.591 -1.077 3.720
H 3.560 0.425 3.740
H 3.850 -0.827 4.976
*
```

Computed properties:
E_HOMO = -0.436 Ha

Here are the natural (NBO) charges for atoms 1 to 8, given in e: atom 1 (C): -0.645, atom 2 (C): -0.343, atom 3 (I): 0.140, atom 4 (C): -0.291, atom 5 (N): -0.215, atom 6 (C): 0.628, atom 7 (N): -0.843, atom 8 (B): 1.224

---

Asked for total energy across the records above, the calculation gives -3018.6345; -3363.5586; -2981.4868 Ha in order.